Entry 1:
Molecular formula: C51H42N2O2PV
Method: DFT, ωB97M-V/def2-TZVPD

As for the expectation value of S²: 2.10. The total energy comes out at -3514.03479 Eh. As for the spin multiplicity: 3. Its energy above the lowest of the compared OMol25 structures with the same formula, charge and spin is 246.9 kJ/mol. The calculation puts the frontier orbital gap (alpha / beta) at 6.50 / 7.68 eV. Its total charge is 0.

```
99
Properties=species:S:1:pos:R:3:forces:R:3
V 0.28409 0.22381 -1.03256 -1.216 -1.163 -0.291
O -0.42996 0.66861 -2.68080 0.242 0.281 0.411
C -1.42195 1.65476 -2.82467 0.192 -0.028 0.069
C -2.17242 1.85276 -1.47671 -0.091 0.066 0.066
C -1.34331 2.50143 -0.40594 0.094 0.329 0.151
C -1.78365 3.62342 0.27513 -0.018 -0.123 -0.114
C -0.95335 4.20572 1.21655 -0.014 0.114 0.074
C 0.31155 3.69590 1.42851 -0.015 -0.179 -0.044
C 0.72595 2.57169 0.71777 -0.124 0.322 0.133
C 2.18864 2.19362 0.83818 0.057 0.157 -0.021
C 2.71771 0.79982 0.44615 -0.434 0.101 -0.651
O 2.07687 0.43348 -0.76750 0.233 -0.206 0.599
C 4.21620 0.86089 0.15533 0.073 0.028 0.170
C 5.05576 1.78701 0.75955 0.087 -0.023 0.036
C 6.42189 1.78026 0.50256 -0.039 -0.006 -0.004
C 6.96034 0.84354 -0.36195 0.002 -0.025 -0.010
C 6.12547 -0.08844 -0.96542 0.041 0.004 -0.009
C 4.76648 -0.08321 -0.70577 0.003 0.018 -0.033
C 2.49487 -0.24458 1.54681 0.109 0.116 0.199
C 2.14883 -1.54990 1.23684 -0.149 -0.020 0.052
C 1.96686 -2.51125 2.23184 -0.057 0.002 -0.060
C 2.14594 -2.15296 3.55711 0.147 0.061 0.085
C 2.53340 -0.85883 3.88186 -0.049 -0.098 -0.068
C 2.71770 0.08255 2.88690 -0.042 -0.002 -0.065
N -0.12547 1.99352 -0.13638 0.076 -0.221 -0.196
C -2.37708 1.16273 -3.90686 -0.096 -0.012 -0.059
C -3.53509 0.45550 -3.60554 0.001 -0.011 0.005
C -4.33780 -0.05634 -4.61652 0.014 -0.001 0.000
C -3.98838 0.12654 -5.94401 0.003 0.008 -0.003
C -2.82691 0.82065 -6.25463 -0.025 -0.014 -0.022
C -2.03076 1.33270 -5.24468 0.012 0.013 0.029
C -0.79782 3.00088 -3.19503 -0.002 0.077 -0.031
C 0.57591 3.19379 -3.15929 0.040 -0.043 -0.025
C 1.12118 4.44672 -3.41739 -0.007 -0.003 0.002
C 0.29873 5.52027 -3.71581 -0.010 -0.009 -0.003
C -1.07741 5.33191 -3.76463 0.026 0.048 -0.016
C -1.61707 4.08385 -3.50776 -0.029 -0.016 0.018
H -2.50213 0.87550 -1.11900 0.007 -0.012 -0.032
H -3.04689 2.48355 -1.64395 -0.030 -0.068 0.012
H -2.76092 4.02752 0.05352 0.000 0.033 0.023
H -1.28332 5.07674 1.76715 -0.013 0.017 0.005
H 0.99576 4.16363 2.12212 -0.020 0.023 0.030
H 2.47279 2.44909 1.85824 0.090 -0.019 -0.057
H 2.69839 2.92229 0.19670 0.011 -0.075 -0.034
H 4.66238 2.52594 1.44479 -0.016 0.019 0.016
H 7.06151 2.51037 0.98026 0.010 0.019 0.015
H 8.02263 0.83515 -0.56510 0.022 0.006 -0.007
H 6.53789 -0.82281 -1.64467 0.007 -0.019 -0.009
H 4.11896 -0.80388 -1.18570 -0.019 0.003 0.010
H 1.98920 -1.83127 0.20333 0.022 -0.001 -0.032
H 0.82187 -3.83042 1.05491 0.150 0.018 0.063
H 2.01258 -2.88978 4.33796 -0.028 -0.023 0.018
H 2.68883 -0.58480 4.91697 0.011 0.000 0.025
H 3.04078 1.07509 3.17207 0.013 0.025 -0.023
H -3.82123 0.27291 -2.57861 -0.014 -0.007 0.022
H -5.23363 -0.60629 -4.35928 -0.016 -0.010 0.004
H -4.61267 -0.27185 -6.73229 -0.017 -0.012 -0.023
H -2.54011 0.96311 -7.28820 0.006 0.003 -0.020
H -1.12526 1.86977 -5.49597 0.020 0.012 0.003
H 1.22778 2.35665 -2.94582 -0.021 -0.003 0.018
H 2.19580 4.57492 -3.39099 0.014 0.010 -0.001
H 0.72312 6.49415 -3.92058 0.005 0.018 0.000
H -1.72921 6.15978 -4.01206 -0.013 0.011 -0.001
H -2.69049 3.94404 -3.56643 -0.024 -0.012 -0.003
N -0.79749 -0.80418 -0.21267 0.852 0.095 0.125
P -1.29464 -2.07641 0.78251 0.040 0.366 -0.444
C -1.49409 -1.28509 2.42160 0.025 0.052 0.142
C -2.27818 -1.91863 3.38812 0.032 -0.057 -0.052
C -2.37767 -1.40453 4.66898 -0.006 0.040 0.026
C -1.69411 -0.24274 5.01076 -0.021 -0.038 -0.007
C -0.91558 0.39361 4.05795 -0.024 0.035 0.049
C -0.81716 -0.12571 2.77503 0.024 0.058 -0.104
C -3.06906 -2.24366 0.35648 -0.155 0.027 -0.081
C -3.93534 -1.14893 0.33434 0.081 0.044 0.095
C -5.26060 -1.30030 -0.02514 -0.055 -0.061 -0.043
C -5.74795 -2.56090 -0.36252 -0.029 0.053 0.004
C -4.90412 -3.65606 -0.33488 0.035 -0.017 -0.010
C -3.56818 -3.49425 0.01977 0.039 -0.039 -0.044
C 1.60642 -3.93748 1.83063 -0.004 -0.067 -0.112
C 1.00077 -4.74594 2.93471 -0.065 0.028 -0.026
C 1.42373 -5.99481 3.24445 0.058 -0.055 -0.005
C 2.51272 -6.59558 2.57020 -0.016 0.061 0.001
C 3.18627 -5.86701 1.56326 0.005 -0.029 0.032
C 2.78938 -4.62137 1.20805 0.042 -0.016 0.010
H -2.82510 -2.81965 3.13391 0.000 -0.029 -0.022
H -2.99683 -1.90869 5.39976 0.002 0.005 0.029
H -1.77481 0.16043 6.01172 0.009 0.008 0.013
H -0.37835 1.29949 4.31124 0.013 0.014 0.003
H -0.20615 0.37594 2.03668 0.011 -0.035 0.002
H -3.56331 -0.17292 0.62534 0.024 0.024 0.008
H -5.92172 -0.44327 -0.03623 -0.018 0.019 -0.001
H -6.78574 -2.68341 -0.64341 -0.021 0.005 -0.002
H -5.27648 -4.63758 -0.59661 -0.017 -0.017 -0.003
H -2.90270 -4.34985 0.02180 0.006 -0.011 0.014
H 0.16143 -4.31073 3.46406 -0.026 0.045 -0.002
H 0.92173 -6.54740 4.02913 -0.012 -0.003 0.016
H 2.83924 -7.58945 2.83758 0.010 -0.029 0.007
H 4.04602 -6.30856 1.07397 -0.003 -0.013 -0.002
H 3.33730 -4.07629 0.44881 -0.028 0.033 -0.014
```
Forces are in eV/Å.

=====

Entry 2:
Molecular formula: C19H34BClInN6O7S
Method: DFT, ωB97M-V/def2-TZVPD

The total energy comes out at -2672.63794 Eh. The calculation puts the frontier orbital gap at 6.48 eV. Its total charge is +1.

```
70
Properties=species:S:1:pos:R:3:forces:R:3
In -1.75584 1.08062 -1.43167 0.054 -0.199 0.022
C -0.52890 2.25566 3.80607 0.186 -0.022 0.007
C -0.58014 2.03731 2.32028 0.326 0.315 0.122
N -1.34177 1.20023 1.73242 -0.090 -0.071 -0.115
N -2.14764 0.48798 2.53427 -0.382 -0.324 0.346
C -3.26094 -0.20235 2.07668 0.025 0.030 0.118
N -4.10639 -0.50116 3.08619 -0.010 -0.073 -0.061
S -3.55638 -0.68539 0.53012 -0.024 0.173 0.009
C 0.11847 3.00768 1.44431 0.023 0.154 -0.003
C 0.01499 4.35966 1.72418 -0.106 -0.044 -0.079
C 0.47952 5.30065 0.81986 0.058 -0.054 -0.079
C 1.03559 4.87962 -0.38075 -0.108 0.009 0.073
C 1.18788 3.53291 -0.58700 -0.234 -0.083 -0.135
N 0.76538 2.61483 0.32077 0.318 0.035 0.017
H -0.50966 1.30068 4.33501 0.089 0.046 0.038
H -1.38911 2.82881 4.16196 -0.040 -0.018 -0.007
H 0.37632 2.78781 4.08679 -0.005 0.033 0.005
H -2.09310 0.64590 3.53856 -0.066 -0.027 -0.335
H -4.09080 -0.01649 3.96785 0.023 0.002 0.024
H -4.96309 -0.96231 2.82849 0.023 -0.023 0.024
H -0.47852 4.67573 2.63071 -0.025 -0.013 0.024
H 0.38954 6.35476 1.04201 -0.039 0.021 -0.012
H 1.35782 5.57702 -1.13820 0.025 0.004 -0.013
H 1.64307 3.12484 -1.47814 0.052 -0.013 0.023
O -1.17061 3.11575 -3.40387 -0.051 0.062 -0.043
Cl -2.62482 3.06590 -3.49670 0.216 0.147 0.044
O -3.11063 3.90618 -4.52835 -0.015 -0.063 0.014
O -3.15840 3.43884 -2.19701 -0.041 0.026 -0.021
O -2.99128 1.66700 -3.72962 0.009 -0.055 0.060
C 3.43908 -1.18609 1.67008 -0.016 0.015 0.035
C 3.32665 0.06655 0.82936 0.049 0.009 -0.045
C 4.54700 0.95196 1.02966 -0.059 -0.010 -0.003
O 2.18797 0.85858 1.33073 -0.148 -0.067 0.068
B 1.55727 1.31250 0.23350 -0.177 -0.032 0.036
O 1.89484 0.79215 -0.95064 0.095 0.138 -0.070
C 2.96235 -0.18973 -0.69044 0.070 -0.108 0.028
C 2.38946 -1.56825 -0.95503 -0.033 0.044 0.023
C 4.08796 0.09943 -1.66732 -0.072 0.021 0.014
H 3.66692 -0.90999 2.69886 0.014 0.000 0.010
H 4.24847 -1.81565 1.30033 0.011 -0.010 0.005
H 2.51688 -1.76226 1.66316 -0.010 -0.005 -0.003
H 4.62314 1.21153 2.08472 0.012 -0.011 0.009
H 4.47460 1.87599 0.45617 -0.004 0.018 -0.012
H 5.45837 0.43462 0.73588 0.026 -0.008 -0.017
H 1.55902 -1.79046 -0.29100 -0.095 -0.004 -0.026
H 3.16448 -2.32635 -0.83489 -0.015 0.011 -0.003
H 2.02129 -1.60746 -1.97862 -0.027 0.000 -0.013
H 4.40264 1.14002 -1.63726 0.026 0.017 0.035
H 3.74759 -0.12099 -2.67804 -0.002 -0.008 -0.004
H 4.94913 -0.53321 -1.45347 0.009 -0.021 0.001
C -0.97445 -4.90262 -0.63244 -0.038 -0.029 0.017
N -1.21543 -3.51872 -0.25871 0.080 0.014 0.021
C -0.70137 -3.13728 1.03984 0.054 0.012 0.009
C -1.39071 -2.53242 -1.19417 -0.220 -0.060 -0.072
O -0.90118 -1.40631 -1.04380 0.251 0.115 -0.149
N -2.15654 -2.84256 -2.27925 0.075 0.051 0.032
C -3.27376 -3.77346 -2.20770 -0.016 -0.012 0.005
C -2.22983 -1.87501 -3.36190 0.035 0.023 0.015
H 0.06754 -5.16564 -0.42448 -0.013 0.003 0.009
H -1.15326 -5.05050 -1.69245 0.006 0.002 0.002
H -1.61745 -5.58024 -0.06764 -0.007 -0.011 -0.005
H 0.38187 -3.29495 1.11292 -0.010 -0.011 -0.022
H -1.18366 -3.74259 1.80907 0.004 -0.007 0.010
H -0.91573 -2.08670 1.21637 -0.015 -0.015 0.016
H -3.40820 -4.12407 -1.18808 -0.004 -0.010 -0.008
H -3.13033 -4.63084 -2.86806 -0.007 -0.003 -0.006
H -4.18542 -3.25580 -2.51266 -0.005 -0.007 0.011
H -1.26747 -1.38724 -3.49625 -0.002 -0.011 -0.004
H -2.99277 -1.10906 -3.17814 -0.002 -0.023 -0.027
H -2.48749 -2.39549 -4.28340 -0.010 0.012 0.004
```
Forces are in eV/Å.

=====

Entry 3:
Molecular formula: C2H3N3O3
Method: DFT, ωB97M-V/def2-TZVPD

The total energy comes out at -467.88330 Eh. Its energy above the lowest of the compared OMol25 structures with the same formula, charge and spin is 212.7 kJ/mol. The calculation puts the frontier orbital gap at 10.55 eV. Its total charge is 0. Its SMILES is Nc1nc(=O)n(O)o1.

```
11
Properties=species:S:1:pos:R:3:forces:R:3
C -1.28014 0.18354 0.03635 0.182 0.549 1.158
C 0.80247 0.78323 -0.08106 2.784 2.001 0.483
H -3.40463 0.60054 0.45046 1.462 -1.293 -0.870
H -2.82875 -1.09652 -0.24417 -0.346 3.076 0.968
H 2.13341 -1.01715 0.97020 -0.251 0.788 0.251
N -2.70005 -0.03166 -0.01535 2.847 -1.056 -0.088
N -0.45716 1.22727 0.25195 -1.999 -1.098 -1.262
N 0.84069 -0.68139 -0.49239 -1.421 1.235 1.334
O 1.83648 1.46281 -0.08608 -2.302 -2.150 0.018
O 1.66731 -1.49964 0.27894 -0.906 0.094 -1.082
O -0.60610 -0.94905 -0.08257 -0.052 -2.146 -0.911
```
Forces are in eV/Å.

=====

Entry 4:
Molecular formula: C32H24MoNP2S4
Method: DFT, ωB97M-V/def2-TZVPD

The total energy comes out at -3631.29209 Eh. Its energy above the lowest of the compared OMol25 structures with the same formula, charge and spin is 0.0 kJ/mol. The calculation puts the frontier orbital gap (alpha / beta) at 5.29 / 5.68 eV. Its total charge is +3.

```
64
Properties=species:S:1:pos:R:3:forces:R:3
Mo 1.89475 0.58535 -1.60912 -1.537 0.728 -0.106
S 0.56332 -1.04597 -2.92698 0.555 0.797 0.578
P -0.47070 -1.31568 -1.14574 0.049 -0.809 0.151
C 0.31302 0.15663 -0.48751 0.864 -0.250 -0.852
P -0.40745 1.78114 -0.35847 -0.099 0.679 -0.203
S 1.15479 2.76940 -1.45871 0.409 -1.056 -0.145
C -0.43810 2.49511 1.28809 -0.088 -0.301 -0.451
C -0.41300 1.67876 2.42046 0.036 -0.059 -0.238
C -0.40983 2.26928 3.66980 0.011 0.012 0.077
C -0.41179 3.65462 3.78271 0.024 -0.073 -0.098
C -0.46593 4.46288 2.65333 0.022 0.022 -0.072
C -0.48317 3.89013 1.39502 0.019 -0.199 -0.122
C -1.90354 1.97225 -1.34609 0.449 0.006 0.432
C -3.08463 2.25547 -0.65812 0.131 0.009 0.031
C -4.24880 2.44802 -1.38098 -0.061 -0.041 0.057
C -4.22941 2.35629 -2.76491 0.046 0.035 0.014
C -3.05580 2.04782 -3.44458 0.171 -0.032 0.074
C -1.88183 1.85270 -2.73881 0.203 0.109 -0.057
C -2.26131 -1.32614 -1.29623 0.740 -0.001 0.179
C -2.89029 -1.40153 -2.53620 0.234 0.002 0.143
C -4.27183 -1.46931 -2.57317 -0.025 -0.068 -0.047
C -5.00282 -1.45334 -1.39369 0.105 -0.079 -0.020
C -4.36415 -1.35318 -0.16370 -0.021 -0.015 0.110
C -2.98657 -1.29286 -0.10309 0.034 -0.041 -0.113
C 0.22533 -2.74412 -0.29638 -0.387 0.577 -0.067
C -0.23412 -4.01333 -0.64808 -0.033 0.154 -0.010
C 0.30451 -5.12092 -0.01645 -0.061 0.058 -0.087
C 1.27352 -4.95771 0.96434 -0.079 0.052 -0.017
C 1.72079 -3.69077 1.31569 0.047 -0.002 0.065
C 1.21275 -2.57603 0.67607 -0.093 0.220 -0.006
H -0.39274 0.60247 2.31778 0.006 -0.127 0.063
H -0.40121 1.65333 4.55712 0.029 -0.025 0.037
H -0.35477 4.10856 4.75820 -0.090 0.069 0.152
H -0.48216 5.53836 2.75272 0.000 0.041 0.008
H -0.51350 4.50541 0.50579 -0.023 0.143 -0.010
H -3.08235 2.34849 0.41857 -0.066 0.019 0.087
H -5.16688 2.67854 -0.85942 -0.028 0.048 -0.011
H -5.13072 2.54978 -3.32469 -0.132 -0.037 -0.062
H -3.05557 1.97168 -4.52222 0.011 0.036 -0.048
H -0.95213 1.64401 -3.26379 -0.196 0.044 0.021
H -2.30199 -1.42102 -3.44401 -0.069 -0.001 -0.112
H -4.77401 -1.55825 -3.52282 -0.084 0.003 -0.112
H -6.07665 -1.54765 -1.42578 -0.134 0.057 -0.036
H -4.94115 -1.34669 0.74758 -0.072 0.009 0.087
H -2.48118 -1.22762 0.85150 0.010 -0.073 0.133
H -0.99668 -4.12212 -1.40727 -0.100 -0.118 -0.010
H -0.04594 -6.10606 -0.28110 0.001 -0.103 -0.017
H 1.66901 -5.82392 1.46866 0.071 -0.119 0.069
H 2.44563 -3.57329 2.10770 0.096 -0.006 -0.005
H 1.55425 -1.58079 0.95001 0.007 -0.134 0.040
S 3.56951 0.12568 -3.30461 -0.696 0.082 -0.028
C 4.45950 0.05959 -1.82332 0.229 -0.233 0.215
N 3.68284 0.30757 -0.73924 0.306 -0.147 -0.491
C 4.38508 0.11058 0.43502 0.601 -0.231 1.126
C 3.92872 0.30493 1.73760 -0.038 -0.035 -0.216
C 4.76667 -0.04700 2.78247 -0.067 0.030 -0.052
C 6.03886 -0.56695 2.55068 0.083 0.039 -0.193
C 6.53855 -0.68310 1.26436 0.049 0.052 0.026
C 5.70536 -0.33850 0.21489 -0.558 0.186 -0.207
S 6.05957 -0.41977 -1.50737 -0.876 0.201 0.155
H 2.95157 0.73967 1.91663 -0.013 -0.079 0.028
H 4.44722 0.09012 3.80414 -0.117 0.018 0.047
H 6.65508 -0.86489 3.38376 0.083 0.037 0.091
H 7.54451 -1.02611 1.08199 0.111 -0.081 0.026
```
Forces are in eV/Å.

=====

| no. | F_max (Eh/bohr) |
| --- | --- |
| 1 | 0.0332 |
| 2 | 0.0118 |
| 3 | 0.0673 |
| 4 | 0.0331 |